The following is a DFT calculation (ωB97M-V with the def2-TZVPD basis set) of an isolated molecule of C5H7N.

Each line ends with the Mulliken charge.
Cartesian coordinates (Å):
H  1.97389  -2.29284  -0.37163  0.22
N  1.19280  -1.75347  -0.23182  -0.57
C  1.45268  -0.50237  -0.20580  -0.22
C  0.45939  0.46998  -0.02192  0.62
C  0.73060  1.75740  0.20292  -0.89
C  -1.06947  -0.33006  -0.10223  -0.31
C  -2.42134  -0.25930  -0.01314  -0.73
H  2.45905  -0.02362  -0.26371  0.29
H  1.62492  2.21899  0.09461  0.35
H  0.00604  2.44994  0.54573  0.27
H  -0.59024  -1.27983  -0.04917  0.41
H  -2.99085  -1.11353  0.10783  0.31
H  -2.82747  0.65870  0.30834  0.24

Summary:
Total charge   0
Largest force on an atom   5.7 eV Å⁻¹
Energy above the lowest of the compared OMol25 structures with the same formula, charge and spin   87.3 kcal/mol
Frontier orbital gap   9.57 eV